The following is a DFT calculation (wB97M-V/def2-TZVPD) of a molecular structure, C28H34Cl4FGdN4O2S at a distorted geometry.

Computed properties:
E_LUMO (spin up / spin down) = 0.02 / -0.97 eV
maximum force = 0.0321 hartree/bohr
ΔE to the lowest compared entry with this formula, charge and spin = 0.886 eV
⟨S²⟩ = 16.07
multiplicity = 8
E_tot = -124121.852 eV

CARTESIAN COORDINATES (ANGSTROEM)
Gd (0.71, 0.88, -0.69)
C (-0.07, 1.63, 3.62)
C (0.91, 2.00, 2.54)
C (0.70, 3.14, 1.75)
C (1.63, 3.53, 0.80)
C (2.79, 2.79, 0.61)
C (3.00, 1.65, 1.37)
C (2.07, 1.26, 2.32)
H (0.27, 2.03, 4.58)
H (-0.15, 0.55, 3.72)
H (-1.05, 2.05, 3.42)
H (-0.19, 3.74, 1.92)
H (1.45, 4.42, 0.21)
H (3.51, 3.09, -0.14)
H (3.89, 1.05, 1.21)
H (2.24, 0.36, 2.90)
C (-0.30, -0.98, -3.24)
N (-0.46, -1.30, -1.82)
C (0.26, -2.55, -1.53)
C (-1.88, -1.50, -1.50)
C (-2.63, -0.22, -1.24)
N (-2.14, 0.52, -0.08)
C (-2.92, 1.75, 0.05)
C (-2.31, -0.25, 1.16)
H (-0.62, -1.82, -3.87)
H (0.74, -0.75, -3.47)
H (-0.91, -0.11, -3.51)
H (-0.25, -3.39, -2.03)
H (0.31, -2.72, -0.46)
H (1.28, -2.49, -1.91)
H (-1.93, -2.15, -0.63)
H (-2.36, -2.04, -2.32)
H (-3.70, -0.46, -1.11)
H (-2.57, 0.45, -2.10)
H (-3.98, 1.52, 0.24)
H (-2.84, 2.34, -0.86)
H (-2.54, 2.35, 0.88)
H (-3.35, -0.58, 1.28)
H (-2.04, 0.38, 2.01)
H (-1.65, -1.12, 1.19)
Cl (5.68, -3.95, -1.60)
C (4.74, -2.51, -1.72)
C (4.97, -1.61, -2.74)
Cl (6.21, -1.90, -3.92)
C (4.19, -0.45, -2.83)
Cl (4.41, 0.68, -4.11)
C (3.21, -0.19, -1.89)
O (2.40, 0.89, -2.00)
C (2.98, -1.09, -0.82)
O (2.00, -0.80, 0.01)
C (3.74, -2.25, -0.77)
Cl (3.40, -3.36, 0.51)
F (-2.13, 5.62, -4.40)
C (-1.54, 4.69, -3.60)
C (-1.56, 4.89, -2.23)
C (-0.96, 3.93, -1.42)
C (-0.34, 2.80, -1.96)
C (-0.32, 2.67, -3.35)
C (-0.93, 3.61, -4.19)
H (-2.04, 5.77, -1.83)
H (-0.99, 4.09, -0.35)
H (0.21, 1.85, -3.82)
H (-0.91, 3.51, -5.27)
S (0.43, -2.11, 2.71)
C (-0.74, -3.05, 3.44)
N (-0.79, -4.40, 3.41)
C (-1.82, -4.97, 4.26)
C (-2.60, -3.71, 4.72)
N (-1.82, -2.63, 4.13)
H (0.00, -4.90, 3.04)
H (-1.40, -5.51, 5.10)
H (-2.47, -5.65, 3.70)
H (-2.62, -3.63, 5.81)
H (-3.62, -3.70, 4.35)
H (-1.91, -1.66, 4.36)